Run a
Formula: C37H41BrIrNO2S
Source: the Open Molecules 2025 dataset
Level of theory: ωB97M-V with the def2-TZVPD basis set

Each line ends with the Löwdin spin population.
Geometry (Å):
Ir -0.110 -0.463 0.519  0.605
C -1.115 -1.486 2.150  0.004
C -0.243 -2.442 1.489  0.090
C -0.902 -2.782 0.207  0.004
C -1.975 -1.910 0.077  0.019
C -2.172 -1.129 1.281  -0.005
C -3.477 -0.458 1.675  -0.001
C -4.504 -1.612 1.689  -0.001
C -3.381 0.115 3.087  0.000
C -3.978 0.624 0.719  0.000
C -0.677 -3.891 -0.832  -0.001
C -0.777 -5.262 -0.148  -0.001
C 0.650 -3.798 -1.600  0.000
C -1.784 -3.826 -1.897  0.000
C 0.885 -3.083 2.304  0.023
C 1.435 -2.092 3.346  0.005
C 0.262 -4.250 3.092  0.013
C 2.076 -3.560 1.475  0.003
H -0.976 -1.119 3.154  0.000
H -2.618 -1.841 -0.780  0.001
H -4.210 -2.399 2.388  0.000
H -4.630 -2.055 0.700  0.000
H -5.473 -1.222 2.005  0.000
H -3.035 -0.628 3.809  0.000
H -4.370 0.446 3.405  0.000
H -2.723 0.987 3.123  0.000
H -4.123 0.233 -0.293  0.000
H -3.299 1.474 0.675  0.000
H -4.946 0.975 1.078  0.000
H 0.090 -5.483 0.471  0.000
H -0.825 -6.031 -0.920  0.000
H -1.679 -5.344 0.463  0.000
H 1.528 -3.865 -0.968  0.000
H 0.717 -2.877 -2.166  0.000
H 0.690 -4.625 -2.312  0.000
H -2.778 -3.951 -1.460  0.000
H -1.633 -4.637 -2.609  0.000
H -1.755 -2.887 -2.453  0.000
H 0.688 -1.811 4.090  0.000
H 1.826 -1.185 2.885  0.002
H 2.254 -2.571 3.885  0.000
H -0.536 -3.889 3.744  0.000
H 1.031 -4.699 3.723  0.003
H -0.149 -5.026 2.452  0.000
H 2.458 -2.765 0.830  0.001
H 1.837 -4.427 0.867  0.000
H 2.877 -3.857 2.153  0.000
S 3.923 1.026 -0.785  0.015
C 3.295 0.269 -2.219  0.001
C 3.885 0.190 -3.475  0.001
C 3.139 -0.359 -4.499  0.000
C 1.828 -0.788 -4.275  0.001
C 1.251 -0.720 -3.023  0.000
C 2.010 -0.220 -1.971  0.001
N 1.612 -0.046 -0.642  0.008
C 2.479 0.661 0.046  0.019
C 2.098 1.164 1.349  0.021
C 2.934 1.941 2.138  -0.001
C 2.451 2.478 3.323  0.020
C 1.137 2.237 3.690  -0.004
C 0.311 1.445 2.892  0.019
C 0.787 0.888 1.723  0.005
H 4.884 0.569 -3.647  0.000
H 3.563 -0.425 -5.492  0.000
H 1.244 -1.169 -5.102  0.000
H 0.218 -0.985 -2.869  0.000
H 3.954 2.139 1.825  0.000
H 3.090 3.089 3.946  0.001
H 0.742 2.664 4.603  -0.001
H -0.712 1.278 3.214  0.001
Br 0.915 3.439 -0.941  0.008
C -0.702 3.596 -1.926  0.000
C -0.998 4.838 -2.465  0.000
C -2.142 4.997 -3.233  0.000
C -2.973 3.915 -3.487  0.000
C -2.657 2.673 -2.965  0.001
C -1.529 2.503 -2.163  0.004
C -1.280 1.139 -1.620  0.007
O -1.425 0.153 -2.315  0.002
O -0.932 1.160 -0.349  0.106
H -0.332 5.670 -2.286  0.000
H -2.375 5.971 -3.644  0.000
H -3.859 4.036 -4.095  0.000
H -3.278 1.811 -3.170  0.000

The value obtained for the HOMO-LUMO gap (spin up / spin down) is 8.111 / 5.787 eV. Its spin multiplicity is 2. As for the highest occupied orbital energy (spin up / spin down): -11.236 / -11.230 eV. The calculation puts the lowest unoccupied orbital energy (spin up / spin down) at -3.125 / -5.443 eV. Its total charge is +1.

=====

Run b
Formula: C37H41BrIrNO2S
Source: the Open Molecules 2025 dataset
Level of theory: ωB97M-V with the def2-TZVPD basis set

Each line ends with the Löwdin spin population.
Geometry (Å):
Ir -0.099 -0.402 0.129  0.584
C 0.301 -1.907 -1.419  0.035
C 0.803 -0.676 -1.986  -0.009
C 1.834 -0.202 -1.092  -0.007
C 1.988 -1.220 -0.070  0.071
C 1.069 -2.278 -0.276  0.013
C 0.977 -3.601 0.454  -0.001
C 1.865 -4.574 -0.342  0.000
C 1.506 -3.493 1.886  -0.001
C -0.463 -4.128 0.453  0.000
C 2.764 1.032 -1.141  -0.001
C 2.014 2.368 -1.092  -0.001
C 3.722 0.994 0.059  0.000
C 3.649 1.039 -2.396  -0.001
C 0.458 -0.339 -3.446  -0.001
C 0.148 1.136 -3.707  0.000
C 1.666 -0.802 -4.289  -0.001
C -0.703 -1.199 -3.976  0.000
H -0.463 -2.519 -1.866  0.002
H 2.709 -1.172 0.728  0.005
H 2.912 -4.268 -0.311  0.000
H 1.554 -4.637 -1.387  0.000
H 1.790 -5.571 0.095  0.000
H 2.496 -3.031 1.916  0.000
H 1.617 -4.496 2.301  0.000
H 0.833 -2.924 2.525  0.000
H -0.811 -4.348 -0.559  0.000
H -1.141 -3.416 0.918  0.000
H -0.506 -5.060 1.017  0.000
H 1.474 2.495 -0.160  0.000
H 1.312 2.480 -1.913  0.000
H 2.745 3.175 -1.164  0.000
H 3.195 1.035 1.011  0.000
H 4.374 1.867 0.013  0.000
H 4.363 0.111 0.042  0.000
H 3.098 1.308 -3.293  0.000
H 4.156 0.086 -2.553  0.000
H 4.416 1.802 -2.257  0.000
H 1.041 1.755 -3.660  0.000
H -0.584 1.526 -2.998  0.000
H -0.264 1.245 -4.710  0.000
H 2.573 -0.244 -4.102  0.000
H 1.410 -0.688 -5.343  0.000
H 1.871 -1.860 -4.112  0.000
H -1.622 -1.106 -3.412  0.000
H -0.428 -2.253 -4.020  0.000
H -0.921 -0.882 -4.995  0.000
S -0.789 3.751 1.749  0.000
C 0.467 3.032 2.714  0.003
C 1.125 3.572 3.813  0.000
C 2.001 2.759 4.503  0.002
C 2.207 1.429 4.120  0.000
C 1.570 0.896 3.019  0.001
C 0.709 1.721 2.300  0.002
N -0.040 1.376 1.174  0.018
C -0.907 2.308 0.841  -0.001
C -1.874 1.942 -0.166  0.018
C -2.942 2.740 -0.565  -0.002
C -3.890 2.216 -1.424  0.018
C -3.781 0.893 -1.838  -0.002
C -2.715 0.103 -1.435  0.023
C -1.720 0.612 -0.611  0.032
H 0.933 4.587 4.133  0.000
H 2.516 3.149 5.370  0.000
H 2.864 0.804 4.708  0.000
H 1.683 -0.146 2.753  0.000
H -3.045 3.749 -0.185  0.000
H -4.727 2.821 -1.744  0.001
H -4.542 0.468 -2.481  0.000
H -2.695 -0.934 -1.731  0.002
Br -2.085 1.678 4.817  0.000
C -3.157 0.997 3.415  0.000
C -4.368 1.631 3.170  0.000
C -5.211 1.151 2.182  -0.001
C -4.850 0.038 1.432  0.000
C -3.629 -0.568 1.660  -0.002
C -2.763 -0.094 2.643  0.003
C -1.480 -0.820 2.885  0.011
O -1.083 -1.167 3.963  0.024
O -0.814 -1.181 1.776  0.162
H -4.653 2.484 3.770  0.000
H -6.162 1.639 2.011  0.000
H -5.516 -0.353 0.675  0.000
H -3.336 -1.438 1.084  0.000

The value obtained for the HOMO-LUMO gap (spin up / spin down) is 8.130 / 6.231 eV. Its spin multiplicity is 2. As for the highest occupied orbital energy (spin up / spin down): -11.328 / -11.332 eV. The calculation puts the lowest unoccupied orbital energy (spin up / spin down) at -3.198 / -5.101 eV. Its total charge is +1.

=====

According to the calculations, the structures order from most to least stable as run b, run a.